Entry 1:
Here is a single C4H5NO molecule from OMol25. Energies are from ωB97M-V with the def2-TZVPD basis set.

Values from the calculation:
SMILES ... [H]/N=C/[C@H]1CC1=O
Relative energy (zero: lowest compared OMol25 entry of this formula, charge and spin) ... 234.8 kJ/mol
Frontier orbital gap ... 9.987 eV
E_tot ... -7764.093 eV
Largest force on an atom ... 0.80 eV/A
HOMO ... -9.11 eV
LUMO ... 0.0323 Eh

Each line ends with the Löwdin charge.
Positions of all 11 atoms, in Å:
H (1.511, 1.457, 1.568)  0.0571
N (0.760, 0.907, 1.167)  0.1037
C (1.181, -0.005, 0.386)  -0.2121
C (0.175, -0.656, -0.478)  -0.1636
C (-1.291, -0.517, 0.008)  -0.0309
C (-0.746, 0.514, -0.846)  -0.3715
O (-0.818, 1.563, -1.408)  0.1367
H (2.237, -0.232, 0.193)  0.1172
H (0.453, -1.497, -1.112)  0.1296
H (-1.981, -1.145, -0.549)  0.1198
H (-1.482, -0.388, 1.070)  0.1141

=====

Entry 2:
Here is a molecular structure, C6H18AlBCl3N4O from OMol25. Energies are from ωB97M-V with the def2-TZVPD basis set.

Values from the calculation:
Frontier orbital gap ... 6.726 eV
E_tot ... -59361.430 eV
Largest force on an atom ... 5.59 eV/A
Charge ... -1
HOMO ... -4.25 eV
LUMO ... 0.0909 Eh

Each line ends with the Löwdin charge.
Positions of all 34 atoms, in Å:
N (-3.162, -0.258, 0.171)  0.0375
C (-2.303, 0.610, -0.514)  -0.3972
N (-1.875, 1.862, 0.218)  0.0431
N (-1.862, 0.285, -1.958)  -0.0408
C (-0.406, -0.205, -1.816)  -0.2302
C (-0.489, -1.783, -1.384)  -0.2196
C (0.872, -2.399, -0.711)  -0.3082
C (1.703, -1.366, 0.254)  -0.3374
Al (0.612, -0.536, 1.784)  0.2700
B (1.583, -0.987, 3.561)  -0.5849
N (1.619, 0.081, 4.680)  0.0107
O (2.278, -2.296, 3.782)  -0.1057
H (-3.363, 0.100, 1.135)  0.0155
H (-2.364, 2.018, 1.124)  0.0757
H (-0.841, 1.922, 0.350)  0.0072
H (-2.406, -0.575, -2.246)  0.0968
H (0.086, 0.507, -1.029)  0.0862
H (0.119, -0.018, -2.871)  0.1215
H (-1.431, -2.050, -0.702)  0.1063
H (-0.668, -2.396, -2.393)  0.1077
H (1.614, -2.907, -1.493)  0.0917
H (0.518, -3.297, -0.009)  0.1025
H (2.037, -0.459, -0.445)  0.0460
H (2.684, -1.886, 0.683)  0.0613
H (-0.930, -0.888, 1.778)  -0.0953
H (0.699, 1.070, 1.651)  -0.0918
H (1.464, 1.046, 4.260)  0.0348
H (2.604, 0.142, 5.069)  0.0529
H (1.698, -2.875, 4.389)  0.0933
C (-0.067, 3.408, -3.428)  -1.5402
Cl (1.557, 3.041, -4.032)  0.4994
Cl (0.018, 4.512, -2.044)  0.5065
Cl (-1.068, 4.101, -4.715)  0.4995
H (-0.530, 2.475, -3.096)  -0.0147

=====

Entry 3:
Here is 2 unconnected molecules or ions with the total composition C10H13O3 from OMol25. Energies are from ωB97M-V with the def2-TZVPD basis set.

Values from the calculation:
Relative energy (zero: lowest compared OMol25 entry of this formula, charge and spin) ... 165.9 kJ/mol
Frontier orbital gap (spin up / spin down) ... 2.144 / 7.491 eV
E_tot ... -16719.615 eV
Largest force on an atom ... 5.15 eV/A
Charge ... -2
HOMO (spin up / spin down) ... 3.56 / -1.83 eV
2S+1 ... 2
LUMO (spin up / spin down) ... 0.2095 / 0.2082 Eh

Each line ends with the Mulliken spin population.
Positions of all 26 atoms, in Å:
C (3.056, -2.679, 0.969)  2.9245
C (1.130, 0.205, -0.248)  0.0917
C (0.859, 0.967, 0.944)  0.8497
C (2.031, -0.833, -0.387)  1.9006
C (2.376, -1.367, 0.880)  -4.8526
C (1.479, 0.609, 2.102)  -0.2305
C (2.072, -0.643, 1.987)  1.9429
O (0.079, 2.000, 1.011)  -0.0702
H (0.547, 0.462, -1.122)  -0.2385
H (1.964, -1.366, -1.301)  0.2138
H (1.170, 1.155, 3.021)  -0.1296
H (-0.940, 1.742, 0.849)  -0.0016
H (2.406, -3.342, 1.407)  -0.5438
H (4.046, -2.595, 1.329)  -0.4862
H (2.083, -1.269, 2.965)  0.1317
H (3.372, -2.955, -0.162)  -0.4251
C (-3.272, 1.396, -1.363)  -0.0096
C (-2.229, 1.207, -2.421)  -0.0936
C (-2.907, 0.304, -0.203)  0.0440
O (-1.911, 0.446, 0.491)  -0.0054
O (-3.795, -0.592, -0.157)  -0.0199
H (-3.234, 2.433, -1.037)  0.0004
H (-4.304, 1.254, -1.581)  -0.0032
H (-2.305, 2.115, -3.081)  -0.0068
H (-2.567, 0.286, -2.907)  -0.0095
H (-1.208, 1.061, -1.985)  0.0268